1.
Density functional theory data (wB97M-V/def2-TZVPD) for C12H13CoN as an isolated structure at a distorted geometry.

The geometry in XYZ format:
```
27
Properties=species:S:1:pos:R:3:forces:R:3:nbo_charge:R:1
Co -0.6400 0.2229 -1.5313 0.0 0.0 -0.4 1.103
C -0.4589 0.2387 -3.4706 0.3 -0.2 -1.4 -1.146
H 0.5446 0.5153 -3.1480 0.8 0.4 -1.0 0.184
H -0.4367 -0.7070 -4.0521 0.1 0.6 0.4 0.223
H -0.9762 1.0242 -4.0458 0.4 -0.2 0.2 0.206
H -1.9302 -0.3236 -2.4796 0.1 0.1 -2.2 0.093
H -2.1562 -0.3605 -1.7981 -2.5 -0.6 2.5 -0.061
C 1.2203 3.3699 0.6870 -0.2 -0.1 -0.4 -0.274
C 1.5913 2.6852 1.8513 -0.3 -0.5 -0.4 -0.144
C 1.2847 1.3254 1.9630 0.0 -0.1 0.3 -0.234
C 0.5584 0.6806 0.9468 0.2 0.8 -0.6 0.210
N 0.2419 1.3609 -0.2002 0.6 1.2 1.3 -0.556
C 0.5560 2.6710 -0.3319 0.4 -0.7 1.3 0.064
C 0.0706 -0.7013 0.9592 -0.4 -2.2 0.7 -0.071
C 0.3201 -1.6257 2.0051 0.1 0.6 -0.2 -0.204
C -0.1998 -2.9248 1.9662 0.2 0.5 -0.1 -0.234
C -0.9423 -3.3379 0.8611 -0.3 0.3 -0.7 -0.191
C -1.1828 -2.4481 -0.2114 0.5 -0.3 1.4 -0.247
C -0.6899 -1.1506 -0.1432 0.5 0.4 0.1 -0.428
H 1.4406 4.4315 0.5595 -0.1 -0.4 0.1 0.229
H 2.1021 3.2094 2.6592 -0.1 -0.2 -0.2 0.226
H 1.5896 0.7358 2.8461 -0.3 0.6 -0.6 0.227
H 0.2517 3.1346 -1.2598 0.1 0.1 0.0 0.209
H 0.9463 -1.3014 2.8380 -0.2 -0.3 0.0 0.194
H -0.0211 -3.6100 2.7955 0.0 0.2 -0.2 0.212
H -1.3340 -4.3523 0.8176 0.1 0.1 0.1 0.207
H -1.7501 -2.7622 -1.0837 0.0 -0.1 0.1 0.205
```
Forces are in eV/Å.

The expectation value of S² is 3.77. The frontier orbital gap (alpha / beta) comes out at 6.9 / 8.2 eV. Its spin multiplicity is 4. The HOMO energy (alpha / beta) comes out at -6.90 / -8.38 eV.



2.
Density functional theory data (wB97M-V/def2-TZVPD) for C12H13EuF6NO as an isolated structure at a distorted geometry.

The geometry in XYZ format:
```
34
Properties=species:S:1:pos:R:3:forces:R:3:lowdin_charge:R:1
C -0.0624 -1.3552 -2.6895 -0.2 -1.3 -1.1 -0.269
C -1.3857 -1.4519 -2.1681 -0.5 -1.6 -1.1 -0.279
C -1.3116 -2.1082 -0.9064 -0.3 -1.7 -0.7 -0.286
C 0.0557 -2.3986 -0.6395 -0.1 -2.0 -0.7 -0.286
C 0.8302 -1.9321 -1.7437 0.1 -1.9 -0.9 -0.273
Eu -0.1233 -0.0402 -0.7360 -2.7 -3.5 7.1 1.210
C -1.1204 1.5718 -1.6722 -2.3 4.2 -2.7 -0.329
C 0.2745 1.8339 -2.1577 0.5 0.1 0.6 -0.612
C 0.6211 2.4017 -3.3485 0.1 0.4 -0.7 -0.112
N 1.1888 1.2664 -1.2360 5.4 6.1 -3.2 -0.189
H -2.1521 -2.3104 -0.2400 0.3 0.1 -0.2 0.073
H -2.2916 -1.0869 -2.6520 0.3 0.0 0.2 0.072
H 0.4477 -2.8696 0.2637 -0.1 0.3 -0.3 0.076
H 1.9164 -1.9892 -1.8381 -0.4 0.1 0.1 0.077
H 0.2212 -0.8525 -3.6167 -0.1 -0.1 0.3 0.079
H -1.8959 1.5837 -2.4485 0.1 0.5 -0.1 0.002
H 2.1754 1.3919 -1.4732 -0.2 0.5 -0.5 0.030
H -1.3833 2.2052 -0.8053 0.0 -0.1 -0.3 0.002
H -0.1420 2.8431 -3.9957 0.2 -0.1 0.2 -0.016
H 1.6715 2.4930 -3.6511 -0.3 -0.1 0.1 -0.016
C 1.3381 0.7336 3.2637 0.0 0.5 1.0 -0.027
C 0.3794 -0.0390 2.3351 2.8 -0.4 -2.0 -0.494
O 1.1030 -0.3550 1.1692 -1.1 0.2 3.5 -0.278
C -0.0632 -1.3516 3.0297 -0.1 0.0 -0.8 -0.455
F -0.6955 -1.0842 4.2322 0.5 -1.0 -0.7 0.081
F -0.9372 -2.0626 2.2295 1.1 0.5 1.7 0.102
F 1.0400 -2.1490 3.2830 -1.8 0.8 0.0 0.097
C -0.8335 0.8643 2.0045 0.2 0.2 0.2 -0.472
F -1.5160 1.2084 3.1591 0.1 0.1 -1.3 0.090
F -0.4000 2.0283 1.3974 -1.1 -1.6 1.1 0.095
F -1.7169 0.2189 1.1591 0.2 1.4 1.6 0.051
H 2.2312 0.1176 3.5031 -0.7 0.2 -0.3 0.088
H 0.8400 1.0120 4.2172 0.3 0.0 -0.3 0.074
H 1.6953 1.6633 2.7712 -0.4 -0.7 0.1 0.094
```
Forces are in eV/Å.

The expectation value of S² is 15.76. The frontier orbital gap (alpha / beta) comes out at 3.0 / 4.0 eV. The net charge is -2. Its spin multiplicity is 8. The HOMO energy (alpha / beta) comes out at 2.28 / 1.22 eV.



3.
Density functional theory data (wB97M-V/def2-TZVPD) for C12H13IrN3S3 as an isolated structure at a distorted geometry.

The geometry in XYZ format:
```
32
Properties=species:S:1:pos:R:3:forces:R:3:nbo_charge:R:1
Ir -1.0668 -1.6792 0.1694 -1.8 0.0 1.6 0.916
S -3.7485 -5.6172 0.5672 1.0 1.3 -0.2 0.481
C -2.8238 -4.2390 0.6076 -1.0 -0.1 0.1 -0.683
S -2.8401 -3.0405 1.8314 1.3 0.6 -1.4 0.250
S -1.7283 -3.8059 -0.6685 1.1 0.5 0.5 0.369
C 2.6059 1.4875 -4.1316 0.2 0.2 -0.2 -0.662
C 1.7532 0.8237 -3.1234 -0.3 -0.3 0.3 0.126
C 1.4112 -0.5283 -3.2258 -0.1 0.1 0.3 -0.223
C 0.6127 -1.1099 -2.2638 0.1 -0.3 -0.4 0.051
N 0.1426 -0.4330 -1.2071 -1.2 -1.3 0.8 -0.500
C 0.4520 0.8642 -1.0989 0.0 0.5 0.4 0.054
C 1.2406 1.5173 -2.0205 -0.1 -0.4 0.0 -0.218
H 2.8880 0.8006 -4.9227 0.1 0.0 -0.1 0.243
H 3.5095 1.8779 -3.6627 0.1 0.0 0.0 0.261
H 2.0876 2.3424 -4.5667 0.0 0.0 0.0 0.261
H 1.7605 -1.1304 -4.0506 0.0 0.0 0.0 0.257
H 0.3384 -2.1558 -2.3443 0.0 0.0 0.0 0.215
H 0.0563 1.3972 -0.2451 0.0 0.0 0.0 0.226
H 1.4544 2.5644 -1.8757 0.0 0.1 0.0 0.255
N 0.8418 -0.9779 2.9049 0.2 -0.5 -0.2 -0.758
C -0.0594 0.0035 2.7800 0.1 0.2 0.1 0.415
C 0.0039 1.1621 3.5929 -0.3 -0.1 -0.2 -0.269
C -0.9076 2.1720 3.4086 0.3 -0.5 0.0 -0.087
C -1.9187 1.9994 2.4605 -0.2 -0.5 -0.6 -0.269
C -1.9328 0.8407 1.7100 -0.7 1.1 0.0 0.028
N -1.0147 -0.1294 1.8333 1.3 -1.0 -0.9 -0.563
H 1.5473 -0.9501 3.6241 -0.1 0.0 -0.1 0.433
H 0.7727 -1.8001 2.3193 0.1 0.2 0.3 0.399
H 0.7786 1.2275 4.3413 0.1 0.0 0.0 0.251
H -0.8479 3.0813 3.9874 0.0 0.0 0.1 0.258
H -2.6633 2.7609 2.3010 -0.2 0.0 -0.1 0.261
H -2.7053 0.6740 0.9685 -0.1 0.1 -0.1 0.221
```
Forces are in eV/Å.

The expectation value of S² is 1.00. The frontier orbital gap (alpha / beta) comes out at 3.7 / 3.8 eV. The net charge is +2. Its spin multiplicity is 2. The HOMO energy (alpha / beta) comes out at -15.01 / -15.00 eV.



4.
Density functional theory data (wB97M-V/def2-TZVPD) for one molecule with the formula C12H13N at a distorted geometry.

The geometry in XYZ format:
```
26
Properties=species:S:1:pos:R:3:forces:R:3:nbo_charge:R:1
C -1.3942 0.2963 1.5514 -1.7 -1.3 1.9 0.273
C 0.4326 -3.1986 -1.6180 -1.8 -0.6 1.0 -0.263
C 1.2345 -2.0585 -1.7393 2.8 -0.3 0.2 -0.153
C -0.4227 -3.3228 -0.5697 -0.8 -1.1 -2.4 -0.141
C 1.1178 -1.0351 -0.8771 0.4 0.4 -2.6 -0.240
C -0.4933 -2.2944 0.3853 1.1 1.2 1.8 -0.116
C 0.0253 -0.9542 -0.0071 -1.4 0.1 2.4 0.027
C -0.5449 -2.6338 1.6807 0.3 0.1 2.3 -0.272
C -0.4299 0.2073 0.5540 1.1 0.5 -2.4 -0.148
C -1.2355 2.4987 0.0598 0.1 -1.0 2.9 -0.610
C 1.1426 2.1220 0.7948 1.8 1.0 -0.9 -0.624
C -0.0355 1.5938 -0.0079 1.0 -1.3 -0.8 -0.222
N -2.1765 0.2786 2.4107 0.7 0.3 -0.8 -0.327
H 0.5184 -3.8937 -2.3931 -0.1 -1.4 -0.8 0.214
H 2.1621 -2.1722 -2.3820 -1.4 0.6 0.5 0.216
H -1.1675 -4.1176 -0.4518 0.7 -0.2 -0.1 0.225
H 1.7081 -0.2098 -1.1669 0.6 1.1 0.5 0.218
H -0.8127 -3.6628 2.0815 0.3 1.4 -0.9 0.211
H -0.1468 -1.9041 2.4709 -1.0 -1.1 -1.2 0.218
H -0.9547 3.4497 -0.2169 0.6 2.4 -0.1 0.212
H -1.7952 2.4339 1.0502 1.0 0.6 -1.1 0.224
H -1.9063 2.1963 -0.6435 -2.1 -1.0 -2.0 0.212
H 0.6419 2.5421 1.6898 1.2 -0.4 0.1 0.221
H 1.6744 2.9578 0.2277 -1.1 -0.5 0.7 0.211
H 2.0552 1.4172 0.8988 -2.0 0.6 0.5 0.222
H 0.2431 1.5352 -1.1075 -0.3 -0.4 1.3 0.210
```
Forces are in eV/Å.

The frontier orbital gap (alpha / beta) comes out at 7.1 / 7.1 eV. The HOMO energy (alpha / beta) comes out at -7.91 / -7.91 eV. As for the SMILES: C=c1cccc/c1=C(/C#N)C(C)C.



5.
Density functional theory data (wB97M-V/def2-TZVPD) for one molecule with the formula C12H13N at a distorted geometry.

The geometry in XYZ format:
```
26
Properties=species:S:1:pos:R:3:forces:R:3:nbo_charge:R:1
C 2.2684 -1.2053 1.0442 -0.7 1.2 2.2 -0.624
C 1.8324 -0.6431 -0.2926 -0.7 -2.0 -0.5 -0.068
C 0.6671 0.3480 -0.1056 1.0 -2.5 0.1 -0.043
C 1.0071 1.6237 -0.0827 0.4 3.4 1.6 -0.210
C 0.0119 2.6570 0.1421 0.1 -3.0 -0.6 -0.202
C -1.2792 2.2119 0.1806 0.5 0.9 0.6 -0.189
C -1.6335 0.8442 0.2286 -2.9 1.1 -2.2 -0.081
C -3.0308 0.4900 -0.1100 0.7 1.3 1.0 -0.153
C -3.3476 -0.8114 -0.2497 1.7 0.5 0.1 -0.243
C -2.3139 -1.7802 -0.1920 -0.1 -1.8 0.9 -0.192
C -0.9741 -1.5177 0.0623 -3.7 3.0 -0.9 -0.212
C -0.6593 -0.1087 0.1216 1.3 -1.7 -0.3 0.016
H 3.0683 -1.9728 0.9861 -0.9 0.1 0.0 0.213
H 1.3373 -1.4529 1.6951 1.8 -0.2 -1.1 0.222
H 2.7426 -0.3099 1.5704 -0.5 -1.1 -0.4 0.216
H 1.4793 -1.5394 -0.9432 0.4 1.4 0.8 0.166
H 2.8616 0.1570 -1.8587 -0.2 0.4 0.7 0.357
H 3.7887 -0.6054 -0.8871 1.1 -1.2 0.6 0.358
H 2.0849 1.8263 0.0505 -0.7 0.3 -0.8 0.241
H 0.2697 3.6709 0.2000 0.3 1.2 0.0 0.212
H -2.0626 2.9358 0.2333 -0.6 0.3 0.0 0.204
H -3.8201 1.2697 -0.2781 1.0 -0.6 0.5 0.214
H -4.3387 -1.1072 -0.4182 -1.2 -0.5 -0.4 0.212
H -2.7674 -2.7890 -0.2818 1.1 0.3 0.0 0.208
H -0.2011 -2.1843 0.0331 1.5 -1.9 0.0 0.211
N 3.0091 -0.0070 -0.8480 -0.9 1.2 -2.0 -0.833
```
Forces are in eV/Å.

The frontier orbital gap comes out at 8.9 eV. The HOMO energy comes out at -8.21 eV. As for the SMILES: C[C@H](N)c1cccc2ccccc12.



6.
Density functional theory data (wB97M-V/def2-TZVPD) for an isolated ion of composition C12H13N2 and charge +1 at a distorted geometry.

The geometry in XYZ format:
```
27
Properties=species:S:1:pos:R:3:forces:R:3:nbo_charge:R:1
C -1.8794 3.1908 -2.0529 0.2 -0.6 0.1 -0.629
C -1.4388 2.1899 -1.0079 -0.8 0.3 -1.3 0.009
C -1.6653 0.8422 -1.2512 -0.1 0.4 -0.2 -0.213
C -1.2393 -0.0588 -0.3255 -0.2 -1.3 -0.4 -0.161
C -0.6054 0.3257 0.8351 0.4 -0.8 0.9 -0.068
C -0.1372 -0.7844 1.7757 -0.6 0.1 -1.0 -0.455
C 0.9246 -1.5826 1.0637 0.0 0.0 0.7 0.038
C 1.9635 -1.0050 0.3855 0.5 0.9 -0.3 -0.128
C 2.9215 -1.7584 -0.2960 -0.4 0.3 0.4 0.039
N 2.8683 -3.0691 -0.3062 0.3 0.0 -0.4 -0.127
N 1.8564 -3.5793 0.3372 -0.4 -1.5 0.3 -0.214
C 0.9051 -2.9695 1.0194 -0.2 0.9 0.0 0.075
C -0.3994 1.6548 1.0851 0.4 -0.1 0.6 -0.210
C -0.8284 2.5642 0.1513 0.2 1.5 0.3 -0.195
H -1.7342 4.2144 -1.7156 -0.1 0.0 -0.2 0.225
H -2.9197 3.0015 -2.3250 0.0 0.3 0.1 0.230
H -1.3054 2.9804 -2.9599 0.0 0.4 0.0 0.227
H -2.1745 0.5311 -2.1547 0.0 -0.1 0.0 0.224
H -1.3965 -1.1179 -0.5278 0.0 0.0 0.1 0.191
H 0.1867 -0.3994 2.7426 0.1 -0.1 0.0 0.262
H -0.9981 -1.4479 1.9023 0.1 0.0 0.5 0.234
H 2.0447 0.0764 0.3473 -0.1 0.0 0.0 0.263
H 3.7151 -1.2554 -0.8317 0.1 -0.4 0.0 0.249
H 1.8006 -4.5960 0.3052 0.3 0.1 -0.2 0.439
H 0.1200 -3.5417 1.4946 0.2 -0.3 -0.1 0.256
H 0.1073 1.9660 1.9916 -0.1 0.1 0.0 0.221
H -0.6921 3.6281 0.3174 0.1 -0.1 0.1 0.222
```
Forces are in eV/Å.

The frontier orbital gap comes out at 7.1 eV. The net charge is +1. The HOMO energy comes out at -12.04 eV. As for the SMILES: Cc1ccc(Cc2ccn[nH+]c2)cc1.